Entry 1:
A 10-piece molecular cluster, C30H75Cl4F6N5O11P overall at a distorted geometry, computed with wB97M-V/def2-TZVPD.

Cartesian coordinates (Å):
H1 -1.15 -2.75 -1.46
C1 1.41 3.43 1.31
H2 -2.41 9.60 -2.45
H3 1.95 -6.98 -2.60
C2 -1.60 -3.65 2.26
F1 -0.14 1.55 -0.08
H4 -1.49 -6.40 -2.84
H5 -0.48 4.44 -2.15
H6 -1.10 1.10 3.52
H7 -4.00 2.74 -2.19
H8 -4.89 3.38 2.20
P1 -0.63 0.00 -0.13
N1 -0.59 5.34 -2.61
H9 -2.36 -3.99 1.56
N2 1.71 -3.79 -0.49
H10 0.48 -0.33 -5.19
H11 1.17 -7.72 1.86
C3 3.61 0.17 2.79
C4 1.36 0.12 -4.74
H12 -2.43 6.07 6.67
C5 -0.58 0.73 4.39
H13 4.92 -3.97 -1.44
H14 -4.57 3.88 4.56
C6 -2.18 -2.69 3.28
H15 5.04 -3.49 -3.42
H16 -1.54 4.64 4.91
F2 -2.16 0.47 -0.02
H17 -0.76 -3.19 1.73
C7 -3.51 3.61 4.55
H18 -1.33 -6.84 -1.22
O1 0.15 -5.34 1.35
H19 2.75 -0.47 2.98
O2 4.14 -0.89 -2.45
H20 4.30 -0.50 2.25
O3 5.23 2.18 2.21
H21 -4.82 1.53 -1.30
H22 2.74 0.59 -2.42
C8 2.44 2.95 0.32
H23 -2.54 9.50 -4.21
H24 4.90 -5.17 -3.76
H25 -2.41 -1.74 2.82
N3 1.25 -1.65 -3.02
H26 1.91 0.69 -5.52
C9 -0.24 -5.53 2.41
C10 3.24 -0.08 -3.16
H27 -0.30 -0.31 4.25
H28 1.62 -7.81 3.57
H29 -3.52 -3.59 -1.79
O4 -3.10 3.17 3.24
H30 -3.11 6.53 -0.76
C11 -3.02 9.21 -3.27
H31 -1.43 -4.77 -0.32
H32 2.33 3.45 -0.64
C12 -2.63 4.76 4.93
H33 1.08 -1.04 -2.19
H34 -3.65 -5.17 -0.87
Cl1 -5.65 3.70 -0.86
C13 5.35 -0.29 -2.03
H35 0.57 -7.77 -3.24
H36 -2.93 4.41 7.03
H37 -1.43 -3.37 -2.91
H38 -3.78 2.25 1.54
C14 -1.58 -4.71 -1.40
H39 3.99 -5.49 -1.12
C15 -4.15 2.61 2.49
H40 3.05 -2.99 1.68
H41 0.39 -1.61 -3.54
O5 -1.06 -4.75 3.03
O6 3.25 1.28 2.02
O7 0.23 -6.41 3.24
C16 -1.94 5.86 -2.47
H42 3.29 -2.54 -0.67
C17 3.16 -3.59 -0.41
H43 -1.71 7.00 -4.24
H44 3.83 -4.05 -4.63
C18 -3.12 -4.58 -1.65
H45 -4.65 1.82 3.06
H46 -2.81 5.46 3.04
H47 -0.42 5.11 -3.58
H48 -2.64 5.22 -3.03
C19 -4.99 2.43 -1.87
F3 -0.52 -0.04 1.46
C20 4.18 2.17 1.74
H49 1.76 4.31 1.87
O8 -3.17 7.86 -3.10
H50 1.20 2.67 2.05
C21 0.92 -7.22 -2.35
H51 -1.42 6.58 -0.52
H52 -3.35 -5.16 -2.56
H53 5.13 0.68 -1.56
C22 1.37 -7.14 2.76
C23 4.29 -4.25 -3.67
O9 3.76 3.01 0.85
H54 -2.98 -3.22 3.80
O10 0.32 -5.98 -2.16
H55 -1.38 -2.49 4.01
H56 1.29 -2.92 -0.17
F4 -0.74 0.10 -1.76
H57 2.22 1.91 0.09
C24 2.19 -0.83 -3.87
N4 -0.87 -3.56 -2.07
Cl2 0.79 1.82 4.60
C25 -1.01 -6.02 -1.90
H58 5.87 -1.00 -1.41
N5 -2.94 5.88 3.96
H59 3.85 0.61 -3.77
H60 1.46 -4.48 0.23
H61 2.66 -1.54 -4.57
H62 3.72 -4.62 1.40
C26 3.69 -3.59 1.03
H63 4.13 0.40 3.73
C27 -3.04 5.24 6.33
H64 2.16 -6.41 2.61
Cl3 -5.96 2.00 -3.29
F5 -1.08 -1.56 -0.21
H65 0.80 -7.81 -1.43
H66 -4.09 5.52 6.27
H67 -3.99 9.71 -3.22
H68 5.93 -0.05 -2.95
H69 -3.38 2.73 5.20
C28 3.92 -4.43 -1.42
C29 -2.20 5.95 -0.98
H70 0.98 0.94 -4.12
F6 0.93 -0.44 -0.28
Cl4 -1.67 0.67 5.77
H71 4.67 -3.09 1.13
H72 -1.11 7.82 -2.87
H73 -2.28 6.63 4.11
C30 -1.96 7.18 -3.17
H74 0.50 3.76 0.82
H75 -2.25 5.02 -0.42
O11 3.34 -4.33 -2.67

Output
net charge	-1
maximum force	6.2	eV/Å
calculated total energy	-137987.351	eV
HOMO	-0.2002	Ha
orbital gap	7.719	eV
LUMO level	2.27	eV

Mulliken population analysis, charges in e, atoms 1 to 6: 0.2504 -0.7218 0.3397 0.0637 0.7153 -0.3868

---

Entry 2:
A 6-piece molecular cluster, C30H75ClN5O14 overall at a distorted geometry, computed with wB97M-V/def2-TZVPD.

Cartesian coordinates (Å):
C1 5.32 -1.65 24.87
H1 -1.68 -6.18 15.76
H2 1.12 -10.70 22.15
H3 6.67 -13.40 20.98
C2 5.72 -0.96 26.16
O1 6.58 -4.63 23.53
H4 4.85 -7.66 27.64
O2 6.73 -6.76 27.57
C3 -1.85 -6.15 16.83
H5 -0.03 -6.86 21.29
H6 1.88 -12.68 20.18
H7 8.80 -8.77 25.15
C4 4.28 -11.51 19.79
O3 3.89 -8.00 24.08
C5 4.43 -7.42 18.74
H8 6.48 -5.22 28.91
H9 5.44 -7.47 19.17
H10 4.13 -11.90 18.77
C6 1.93 -7.35 21.39
O4 1.81 -9.15 24.05
H11 0.73 -12.38 29.92
O5 4.86 -12.53 20.56
C7 0.50 -12.28 24.59
O6 0.97 -12.94 23.45
C8 5.80 -7.65 28.18
H12 1.21 -10.39 27.13
C9 0.93 -11.55 21.49
H13 6.76 -11.69 20.58
H14 -1.64 -11.65 29.18
H15 4.52 -1.11 24.36
O7 3.48 -7.90 19.64
H16 -1.68 -10.59 30.58
O8 9.00 -10.33 26.49
N1 6.17 -9.89 27.05
H17 -0.80 -12.35 22.58
H18 6.21 -1.72 24.21
H19 0.21 -13.55 21.68
H20 -1.63 -7.20 19.29
H21 4.23 -6.38 18.44
H22 -0.33 -12.83 25.08
H23 4.96 -10.65 19.69
H24 3.49 -3.27 23.54
H25 1.33 -7.04 18.71
H26 4.40 -8.06 17.85
O9 0.65 -10.49 29.09
H27 8.54 -8.33 26.82
H28 -3.44 -13.03 30.05
C10 -3.34 -14.12 31.89
H29 5.47 -5.09 27.44
H30 5.98 -5.76 25.18
O10 -2.62 -15.21 31.33
H31 5.84 -9.56 29.07
C11 0.51 -7.29 19.38
C12 4.34 -3.75 24.03
H32 7.20 -4.80 27.34
H33 0.67 -10.99 31.04
H34 5.65 -6.50 23.58
N2 2.18 -12.09 20.95
C13 6.36 -9.07 28.24
C14 7.82 -2.02 26.32
H35 5.62 -7.28 29.20
H36 2.44 -10.43 19.65
H37 -2.04 -17.12 31.66
H38 6.45 -12.92 19.28
H39 -0.77 -5.62 19.09
C15 -1.25 -11.52 30.20
H40 1.29 -12.33 25.35
H41 -3.64 -16.75 32.28
H42 -1.84 -5.10 17.16
H43 4.93 -4.71 22.23
C16 8.37 -9.14 26.10
H44 5.71 -3.16 22.43
C17 3.24 -7.01 20.73
H45 1.95 -6.94 22.40
C18 -2.63 -16.35 32.15
O11 3.80 -10.35 23.73
H46 8.29 -1.14 25.87
N3 -1.64 -12.60 31.08
C19 6.89 -9.34 25.88
O12 6.60 -1.72 26.95
H47 1.00 -12.05 27.78
H48 6.68 -9.96 25.02
C20 0.22 -12.63 22.29
H49 3.22 -10.33 21.21
C21 -3.05 -12.89 31.07
H50 7.32 -6.37 24.23
H51 4.82 -0.79 26.76
C22 6.24 -12.63 20.33
H52 -4.41 -14.36 31.85
H53 -0.41 -11.06 27.39
H54 0.26 -11.17 20.69
C23 0.62 -11.02 27.79
N4 4.79 -2.98 25.17
C24 6.44 -5.42 27.83
H55 -2.99 -13.96 32.92
H56 0.24 -11.24 24.44
H57 -2.82 -6.58 17.12
H58 3.99 -4.71 24.42
H59 5.19 -9.78 26.82
H60 8.49 -2.45 27.05
H61 1.80 -8.43 21.45
C25 -0.77 -6.69 18.83
H62 6.11 0.04 25.92
H63 0.48 -8.39 19.44
H64 10.92 -9.65 26.09
H65 3.23 -5.96 20.42
C26 5.43 -4.06 22.98
O13 3.30 -9.44 25.85
O14 -0.79 -6.85 17.43
H66 6.48 -8.35 25.63
H67 5.41 -3.48 25.79
H68 -1.09 -13.43 30.93
C27 6.34 -5.89 24.16
H69 -3.59 -12.07 31.56
H70 10.35 -9.43 27.76
H71 7.70 -2.78 25.53
C28 10.32 -10.10 26.89
Cl1 3.21 -9.23 24.42
H72 -2.20 -16.13 33.14
H73 7.40 -9.04 28.56
C29 2.99 -11.02 20.40
H74 4.06 -7.14 21.45
N5 0.79 -6.72 20.70
H75 10.79 -11.04 27.17
C30 0.27 -11.39 30.10

Output
net charge	-1
maximum force	1.3	eV/Å
calculated total energy	-80952.723	eV
HOMO	-0.2171	Ha
orbital gap	8.219	eV
LUMO level	2.31	eV

Mulliken population analysis, charges in e, atoms 1 to 6: -0.5017 0.2338 -0.2433 0.2609 -0.7167 -0.4938

---

Entry 3:
A 9-piece molecular cluster, C30H76N2O18 overall at a distorted geometry, computed with wB97M-V/def2-TZVPD.

Cartesian coordinates (Å):
C1 -6.40 -2.64 1.75
H1 -0.23 -1.59 5.82
H2 -1.74 2.61 -4.22
N1 0.53 0.06 -0.40
C2 -0.45 3.67 1.15
H3 -3.81 3.28 1.29
H4 0.57 -6.59 2.65
H5 -3.18 1.73 -4.77
H6 1.34 1.74 2.96
H7 -1.12 4.53 1.22
H8 -0.68 -0.54 -2.01
H9 7.83 -3.99 0.84
O1 1.57 0.34 -3.49
C3 0.12 -4.99 1.40
O2 -1.30 -6.08 3.10
H10 -1.04 1.05 -1.31
H11 0.54 1.70 -4.63
H12 -4.60 -0.71 1.93
C4 -2.74 2.26 -3.93
H13 3.24 -3.05 0.54
H14 -4.35 4.64 4.11
C5 -2.62 -6.02 2.62
O3 3.07 1.04 3.84
H15 9.21 -3.67 -2.41
H16 9.43 -4.36 -0.79
H17 -5.66 -3.38 2.10
H18 -2.90 -6.90 2.04
H19 3.01 -2.76 -6.14
H20 0.66 -4.34 2.10
H21 -4.04 2.72 2.94
H22 -3.29 -5.97 3.49
H23 3.16 -2.26 -1.00
C6 -4.39 -0.57 0.86
C7 -3.87 5.12 3.25
H24 -2.50 7.30 -1.35
H25 -1.58 -0.36 -0.47
H26 -5.11 1.93 -1.12
H27 -2.31 5.81 -0.42
H28 3.97 -1.41 0.28
C8 3.79 -1.99 -6.29
C9 2.90 3.61 -1.14
C10 2.78 1.96 4.88
H29 3.69 2.07 5.46
H30 0.87 -5.27 0.64
H31 2.52 2.95 4.47
H32 1.35 -1.62 -4.16
C11 2.05 -0.99 -3.60
H33 -0.59 -7.05 1.38
H34 -4.59 0.33 -1.59
O4 3.57 -0.85 -5.50
H35 -7.41 -3.03 1.81
H36 0.11 3.77 0.23
C12 -4.86 -1.84 0.16
C13 -0.10 -1.50 4.75
C14 1.22 -0.38 3.18
O5 5.00 -3.03 -0.56
C15 -3.17 4.10 -2.53
C16 -1.29 -3.12 1.43
H37 -3.50 1.46 -0.76
C17 -3.29 3.09 2.24
C18 3.82 -2.41 -0.14
H38 -0.50 -2.36 1.35
O6 3.52 4.24 -3.28
H39 2.08 -1.34 -2.57
H40 1.01 0.23 -5.52
O7 7.59 -3.51 -1.17
H41 -4.66 5.47 -3.31
H42 -1.57 2.19 3.01
H43 1.94 1.63 5.49
H44 8.44 -5.21 -1.97
H45 -3.45 6.09 3.51
H46 -1.48 -3.31 2.49
H47 4.77 -2.45 -6.10
H48 4.06 -0.35 -3.57
C19 -3.04 6.58 -0.72
H49 3.59 2.77 -1.13
C20 5.90 -3.22 0.49
C21 -4.53 1.07 -0.78
O8 -1.20 2.47 1.00
H50 -2.19 -2.70 0.99
C22 -2.09 2.17 2.04
C23 -3.80 5.48 -2.65
H51 -6.36 -1.79 2.44
H52 -3.42 3.65 -1.56
H53 0.41 -0.41 2.44
O9 0.71 -0.37 4.49
H54 -2.07 4.20 -2.58
H55 -2.49 1.17 1.92
H56 3.92 -2.05 -3.84
O10 1.10 1.12 -0.36
H57 -2.81 -5.11 2.04
H58 -4.80 -1.69 -0.92
H59 2.78 4.12 -0.20
C24 3.46 -1.09 -4.12
O11 0.95 -0.98 0.07
O12 -5.03 0.61 0.44
C25 -0.32 -6.27 2.09
O13 3.43 5.77 -1.75
H60 -2.64 1.57 -3.09
H61 -1.08 -1.39 4.26
H62 6.85 -5.10 -0.10
O14 -4.14 6.05 -1.40
O15 -2.82 4.33 2.76
C26 2.01 0.87 2.92
H63 6.26 -2.29 0.95
H64 0.36 -2.42 4.37
H65 -4.13 -2.62 0.40
C27 8.72 -4.21 -1.61
C28 1.32 0.94 -4.76
H66 2.21 1.49 -5.09
H67 1.83 -1.28 3.03
C29 7.08 -4.03 0.03
H68 1.93 3.25 -1.49
H69 2.43 0.78 1.92
H70 0.16 3.65 2.06
N2 3.33 4.62 -2.14
O16 -3.59 3.34 -3.65
O17 -0.91 -4.29 0.74
C30 -0.77 0.02 -1.09
H71 -3.43 7.04 0.19
H72 -3.31 -0.50 0.74
H73 5.38 -3.79 1.27
H74 3.75 -1.67 -7.33
H75 -4.63 5.31 2.47
O18 -6.17 -2.26 0.42
H76 -3.07 6.15 -3.15

Output
maximum force	1.6	eV/Å
structure (SMILES)	C[N+](=O)[O-].C[N+](=O)[O-].COCCOC.COCCOC.COCCOC.COCCOC.COCCOC.COCCOC.COCCOC
calculated total energy	-72163.100	eV
HOMO	-0.3497	Ha
orbital gap	9.532	eV
LUMO level	0.02	eV

Mulliken population analysis, charges in e, atoms 1 to 6: -0.5890 0.3378 0.3368 0.8850 -0.7085 0.2623

---

> Among the records above, which one has the lowest LUMO level?

C30H76N2O18

---

> Which formula does entry 3 have?

C30H76N2O18

---

> Which formula does entry 3 have?

C30H76N2O18